A cluster of 2 separate species, C3H6ClNO2S in total at a distorted geometry. Source: the Open Molecules 2025 dataset; level of theory: ωB97M-V/def2-TZVPD.

XYZ file:
```
14
Properties=species:S:1:pos:R:3
C -2.862 -0.958 1.064
C 0.624 0.727 -0.732
C -0.763 0.662 -0.092
N 1.367 -0.379 0.128
O -3.658 -0.201 0.742
O -2.079 -1.801 1.295
S -1.652 1.858 -1.123
Cl -0.439 1.367 1.634
H 0.617 0.678 -1.857
H 1.214 1.533 -0.326
H 1.038 -1.320 -0.188
H 1.064 -0.054 1.132
H 2.355 -0.342 -0.073
H -2.739 1.690 -0.409
```

Orbital gap (hartree): 0.2597
F_max (eV/A): 2.92
Energy relative to the best compared isomer or geometry (same formula, charge and spin) (kJ/mol): 182.6